DFT (wB97M-V/def2-TZVPD) results for a molecular structure, C30H27F5N6O2PS4Tc at a distorted geometry.

total charge = +1
E_HOMO (alpha / beta) = -10.2 / -10.2 eV
frontier orbital gap (alpha / beta) = 6.56 / 3.62 eV
max |F| = 3.0 eV/Å
2S+1 = 2
relative energy (zero: lowest compared OMol25 entry of this formula, charge and spin) = 36.9 kcal per mole

Last column: Löwdin spin population.
Positions of all 76 atoms, in Å:
Tc: -0.5513 -0.1302 0.7104  0.012
F: -7.0023 -2.2025 -2.4851  0.007
C: -5.9080 -1.5863 -2.0915  0.020
C: -5.1100 -2.1527 -1.1083  0.000
F: -5.4500 -3.3109 -0.5589  -0.002
C: -3.9667 -1.4999 -0.7004  0.014
F: -3.2364 -2.0505 0.2690  0.003
C: -3.5750 -0.2788 -1.2464  0.012
S: -2.1535 0.6176 -0.8185  0.168
C: -4.4114 0.2780 -2.2223  0.015
F: -4.0996 1.4477 -2.7610  0.004
C: -5.5578 -0.3638 -2.6471  -0.001
F: -6.3265 0.1843 -3.5751  -0.002
N: 0.8307 7.9524 2.8912  0.000
C: 0.2080 6.7493 2.7703  0.000
C: 0.6068 5.6584 3.5635  0.000
C: -0.0032 4.4350 3.4155  0.000
C: -1.0179 4.2825 2.4786  0.000
C: -1.4393 5.3468 1.6947  0.000
C: -0.8357 6.5733 1.8459  0.000
S: -1.6426 2.6787 2.2108  -0.001
O: -2.8275 2.6970 1.4036  0.004
O: -1.7254 1.9623 3.4612  0.000
N: -0.4557 1.8461 1.3799  0.001
C: 0.3127 2.2816 0.3552  0.000
N: 0.6863 1.1986 -0.3889  0.002
C: 1.4332 1.4072 -1.4666  0.000
C: 1.8643 2.6781 -1.7907  0.005
C: 1.4638 3.7107 -0.9539  0.003
N: 0.6885 3.5262 0.1086  0.002
H: 1.5043 8.1006 3.6185  0.000
H: 0.4848 8.7590 2.4064  0.000
H: 1.3979 5.7924 4.2906  0.000
H: 0.2800 3.5923 4.0334  0.000
H: -2.2410 5.2041 0.9817  0.000
H: -1.1592 7.4139 1.2446  0.000
H: 1.6792 0.5469 -2.0703  0.001
H: 2.4838 2.8518 -2.6565  0.000
H: 1.7713 4.7346 -1.1364  0.000
N: -1.8179 -0.9088 2.2883  0.003
C: -1.0838 -0.9948 3.5815  0.002
C: 0.3506 -1.4048 3.3096  0.001
N: 0.9198 -0.4400 2.3410  0.004
H: -2.5802 -0.2403 2.4002  0.000
H: -2.2321 -1.8088 2.0655  0.000
H: -1.5648 -1.6935 4.2655  0.000
H: -1.1005 -0.0052 4.0271  0.000
H: 0.3809 -2.3922 2.8475  0.001
H: 0.9112 -1.4250 4.2449  0.000
H: 1.8461 -0.7332 2.0472  0.001
H: 1.0094 0.4741 2.7821  0.000
S: -0.3427 -1.7430 -3.2884  0.609
P: 0.7316 -2.5969 -1.8885  0.056
S: -0.0391 -2.3415 0.0363  0.014
C: 0.9327 -4.3943 -2.0487  0.023
C: 0.7566 -5.2871 -0.9984  0.003
C: 1.0185 -6.6350 -1.1992  0.003
C: 1.4549 -7.0849 -2.4356  0.003
C: 1.6286 -6.1896 -3.4831  0.000
C: 1.3683 -4.8437 -3.2934  0.010
C: 2.4617 -2.0132 -1.8572  -0.004
C: 3.2822 -2.3285 -0.7767  -0.002
C: 4.6072 -1.9227 -0.7793  0.001
C: 5.1149 -1.2114 -1.8592  0.000
C: 4.3013 -0.9154 -2.9426  0.000
C: 2.9724 -1.3182 -2.9464  -0.001
H: 0.4114 -4.9317 -0.0372  0.001
H: 0.8789 -7.3346 -0.3854  0.000
H: 1.6536 -8.1379 -2.5851  0.000
H: 1.9646 -6.5429 -4.4489  0.000
H: 1.4913 -4.1364 -4.1049  0.004
H: 2.8798 -2.9004 0.0519  0.000
H: 5.2519 -2.1725 0.0539  0.000
H: 6.1521 -0.9025 -1.8606  0.000
H: 4.7027 -0.3740 -3.7898  0.000
H: 2.3262 -1.1011 -3.7893  0.000


DFT (wB97M-V/def2-TZVPD) results for a molecular structure, C30H27FIMgN5O5.

total charge = 0
E_HOMO = -7.7 eV
frontier orbital gap = 7.84 eV
max |F| = 0.2 eV/Å
relative energy (zero: lowest compared OMol25 entry of this formula, charge and spin) = 0.0 kcal per mole

Last column: Löwdin charge in e.
Positions of all 70 atoms, in Å:
Mg: 0.1623 1.2273 -1.3474  0.617
C: 4.2559 1.7713 0.4123  -0.023
C: 3.0535 1.4913 -0.4314  -0.256
N: 1.8661 1.8904 -0.1764  -0.014
N: 1.5948 2.6381 0.9271  0.071
C: 0.2794 2.8767 0.9650  -0.467
O: -0.5692 2.4939 0.1111  -0.059
C: -0.1977 3.6909 2.1245  -0.160
C: -1.5370 4.0623 2.1792  -0.039
C: -2.0053 4.8324 3.2325  -0.084
C: -1.1383 5.2336 4.2395  -0.095
C: 0.1986 4.8614 4.1908  -0.086
C: 0.6688 4.0937 3.1371  -0.033
C: 3.1623 0.6731 -1.6662  -0.194
C: 4.3756 0.1738 -2.1250  -0.009
C: 4.3912 -0.5917 -3.2819  -0.057
C: 3.2040 -0.8371 -3.9486  -0.047
C: 2.0342 -0.3026 -3.4254  -0.083
N: 2.0145 0.4284 -2.3184  0.087
H: 3.9611 2.3759 1.2651  0.064
H: 5.0190 2.3045 -0.1595  0.084
H: 4.7031 0.8421 0.7720  0.088
H: -2.1940 3.7383 1.3834  0.114
H: -3.0485 5.1198 3.2679  0.100
H: -1.5041 5.8344 5.0627  0.098
H: 0.8749 5.1707 4.9775  0.099
H: 1.7068 3.7976 3.0844  0.102
H: 5.2891 0.3784 -1.5859  0.106
H: 5.3249 -0.9921 -3.6556  0.108
H: 3.1721 -1.4299 -4.8515  0.106
H: 1.0704 -0.4586 -3.8979  0.122
C: -2.2144 -6.0028 -0.8337  -0.023
C: -3.1158 -4.9065 -0.2788  -0.310
C: -3.7441 -5.2560 1.0633  -0.135
C: -2.6743 -5.4018 2.1359  -0.133
C: -1.7655 -4.2007 2.1510  -0.131
C: -1.0373 -3.8774 3.2736  0.050
C: -0.2127 -2.7572 3.2796  -0.257
F: 0.4790 -2.4921 4.4057  0.064
C: -0.0985 -1.9306 2.2003  0.080
C: -0.8281 -2.2378 1.0451  -0.034
C: -0.7152 -1.3440 -0.1174  -0.262
O: 0.0477 -0.3612 -0.0457  -0.007
C: -1.4937 -1.7037 -1.2603  -0.009
C: -2.2464 -2.8394 -1.2084  0.034
N: -2.3592 -3.6503 -0.1445  0.009
C: -1.6516 -3.3698 1.0163  -0.073
C: -1.5163 -0.9324 -2.5742  -0.605
O: -1.9965 -1.5041 -3.5494  0.024
O: -1.0294 0.2432 -2.5537  -0.066
H: -2.7682 -6.9382 -0.9242  0.088
H: -1.3529 -6.1721 -0.1869  0.084
H: -1.8422 -5.7272 -1.8204  0.086
H: -3.9106 -4.6985 -0.9962  0.147
H: -4.3179 -6.1775 0.9596  0.121
H: -4.4421 -4.4631 1.3419  0.129
H: -2.0864 -6.3069 1.9591  0.119
H: -3.1332 -5.5214 3.1181  0.122
H: -1.1055 -4.4846 4.1677  0.132
H: 0.5274 -1.0494 2.2140  0.137
H: -2.7976 -3.1241 -2.0969  0.147
N: 0.1452 4.6713 -3.9912  0.174
C: 0.4551 3.9997 -2.8649  -0.601
O: 0.1883 2.8139 -2.7412  0.024
C: 1.1796 4.7743 -1.7927  -0.539
I: -0.0457 6.2863 -0.9329  0.865
H: -0.4228 4.1933 -4.6716  0.125
H: 0.1862 5.6754 -4.0124  0.088
H: 2.0523 5.2750 -2.2064  0.057
H: 1.4743 4.1100 -0.9880  0.019


DFT (wB97M-V/def2-TZVPD) results for a single C30H27FN2O4S molecule.

total charge = 0
SMILES string = COc1ccc([C@H]2/C=C\CN(S(=O)(=O)c3ccc4ccccc4c3)CC(=O)N2Cc2ccc(F)cc2)cc1
E_HOMO = -8.5 eV
frontier orbital gap = 8.77 eV
max |F| = 1.0 eV/Å

Last column: Löwdin charge in e.
Positions of all 65 atoms, in Å:
C: 0.0103 7.1414 1.0134  -0.087
H: -0.4498 7.0959 2.0057  0.096
O: 0.9082 6.0764 0.8110  -0.080
C: 0.4315 4.8056 0.8487  -0.274
C: -0.8932 4.4523 1.0770  -0.006
C: -1.2646 3.1171 1.0853  -0.038
C: -0.3409 2.1103 0.8527  -0.187
C: 0.9915 2.4696 0.6577  -0.023
C: 1.3723 3.7925 0.6479  0.019
H: 2.4014 4.0722 0.4907  0.122
H: 1.7385 1.7043 0.5084  0.111
C: -0.7291 0.6469 0.9459  -0.204
N: 0.0804 -0.2361 0.1079  0.017
C: 0.4807 -0.0361 -1.1693  -0.432
O: 1.3478 -0.7356 -1.6670  0.053
C: -0.1990 1.0363 -2.0203  -0.075
N: -1.5999 0.8124 -2.2381  -0.213
S: -2.0278 -0.4079 -3.2867  0.691
O: -3.4523 -0.3305 -3.4395  -0.275
O: -1.2015 -0.2941 -4.4504  -0.266
C: -1.6050 -1.9165 -2.4246  -0.254
C: -0.4600 -2.5786 -2.7517  -0.006
C: -0.0712 -3.7153 -2.0118  -0.158
C: 1.1243 -4.4109 -2.2863  -0.018
C: 1.4872 -5.4932 -1.5340  -0.074
C: 0.6691 -5.9315 -0.4806  -0.076
C: -0.4972 -5.2790 -0.1917  -0.034
C: -0.8993 -4.1552 -0.9431  -0.173
C: -2.0964 -3.4571 -0.6657  -0.018
C: -2.4436 -2.3540 -1.3932  -0.056
H: -3.3570 -1.8116 -1.2115  0.104
H: -2.7324 -3.8125 0.1323  0.116
H: -1.1291 -5.6157 0.6179  0.111
H: 0.9699 -6.7905 0.1009  0.103
H: 2.4060 -6.0201 -1.7437  0.103
H: 1.7481 -4.0603 -3.0940  0.119
H: 0.1515 -2.2156 -3.5621  0.125
C: -2.6160 1.4586 -1.4473  -0.171
C: -3.0016 0.6965 -0.2110  -0.077
C: -2.2045 0.3527 0.7902  -0.040
H: -2.6280 -0.2279 1.5999  0.112
H: -4.0390 0.3929 -0.1657  0.110
H: -2.2635 2.4628 -1.1888  0.124
H: -3.4885 1.5471 -2.0969  0.113
H: -0.0458 2.0331 -1.6022  0.129
H: 0.2846 0.9809 -3.0014  0.131
C: 0.6226 -1.4038 0.8015  -0.086
C: 1.7297 -1.0104 1.7418  -0.204
C: 1.5433 -1.0015 3.1178  -0.037
C: 2.5531 -0.5804 3.9659  -0.002
C: 3.7499 -0.1633 3.4151  -0.276
C: 3.9667 -0.1663 2.0483  0.004
C: 2.9494 -0.5935 1.2165  -0.027
H: 3.0919 -0.6127 0.1464  0.116
H: 4.9167 0.1592 1.6552  0.120
F: 4.7364 0.2538 4.2353  0.057
H: 2.4221 -0.5711 5.0364  0.117
H: 0.6065 -1.3384 3.5386  0.114
H: 1.0079 -2.0777 0.0331  0.125
H: -0.1927 -1.9000 1.3351  0.131
H: -0.4625 0.3616 1.9740  0.143
H: -2.2954 2.8639 1.2841  0.116
H: -1.6472 5.2020 1.2561  0.104
H: 0.6078 8.0481 0.9357  0.094
H: -0.7727 7.1581 0.2486  0.096


Which value of max |F| does entry 3 give? 1.0 eV/Å